(1)
ORCA calculation (ωB97M-V/def2-TZVPD) on the molecule C8H5ClF3I.

Geometry as XYZ:
```
18
C8H5ClF3I ωB97M-V/def2-TZVPD
I -0.4824 4.0116 -0.3171
Cl 1.9148 -1.7555 -0.7923
F 1.2315 -2.3763 1.5859
F 2.5017 -0.7417 1.4785
F -0.1473 2.5521 2.0761
C -1.3238 -1.0365 -0.9993
C -0.9570 -1.1686 0.2855
C -0.6594 -0.0275 -1.8158
C 0.0549 0.9594 -1.2418
C 1.4420 -1.2919 0.8510
C -0.2514 2.2577 0.7738
C 0.1478 -0.3292 0.9066
C 0.0504 1.0563 0.2255
H -1.4414 -1.8747 1.0832
H 0.1820 -0.0901 1.9496
H -0.7589 -0.2180 -2.8014
H 0.5411 1.7450 -1.7994
H -2.0445 -1.6719 -1.4485
```

HOMO energy, eV: -8.79
SMILES: F/C(I)=C1/C=CC=C[C@H]1C(F)(F)Cl
DFT total energy, Eh: -1365.24591

(2)
ORCA calculation (ωB97M-V/def2-TZVPD) on a structure of composition C25H13Cl5N2O2Pt.

Geometry as XYZ:
```
48
C25H13Cl5N2O2Pt ωB97M-V/def2-TZVPD
Pt 0.0361 0.1815 -0.0416
Cl 1.4183 -1.3707 -2.1287
Cl 6.1690 1.2638 -1.9305
Cl 4.3977 -0.9021 -3.2760
Cl 5.0770 2.9045 0.4579
Cl 2.1475 2.3438 1.5148
O -0.2811 1.5539 -1.5796
O -2.0897 0.4166 -1.1237
N -0.9497 1.2187 1.7003
N 0.2776 -1.1847 1.4742
C 2.8238 1.4270 0.2344
C -0.8772 1.1409 4.1183
C 2.0304 0.4420 -0.3294
C -3.4508 3.7709 -4.6711
C -1.8782 2.9993 2.9680
C 1.4666 -3.0066 2.4791
C -3.5341 1.9175 -3.1423
C 3.8021 -0.0319 -1.9242
C 4.5962 0.9485 -1.3247
C 0.2199 -0.7404 5.1713
C -4.1502 2.7302 -4.0794
C 0.5321 -1.3230 3.9047
C 0.9721 -2.3334 1.3877
C 2.5291 -0.2620 -1.4167
C -2.2083 2.1481 -2.7918
C -2.1324 4.0059 -4.3163
C -1.5136 1.3102 -1.7774
C -1.5102 3.1990 -3.3830
C -0.5950 0.5664 2.8448
C -1.5745 2.3755 1.7648
C -1.5147 2.3760 4.1569
C 1.2458 -2.5068 3.7693
C -0.4723 0.4169 5.2743
C 4.1069 1.6844 -0.2457
C 0.0755 -0.6592 2.7356
H -0.7352 0.8241 6.2389
H -1.5913 4.8244 -4.7653
H 0.5404 -1.2682 6.0567
H -3.9296 4.4007 -5.4092
H 2.0001 -3.9323 2.3424
H 1.6219 -3.0264 4.6376
H -1.7235 2.8451 5.1078
H -2.3945 3.9460 2.9717
H -4.0574 1.1006 -2.6696
H -1.8577 2.8207 0.8209
H -5.1816 2.5559 -4.3468
H 1.0934 -2.7466 0.3940
H -0.4836 3.3734 -3.0989
```

Relative energy (zero: lowest compared OMol25 entry of this formula, charge and spin), kJ/mol: 0.0
HOMO energy (alpha / beta), eV: -6.90 / -6.90
DFT total energy, Eh: -3640.78511

(3)
ORCA calculation (ωB97M-V/def2-TZVPD) on a cluster of 12 separate species, C7H36NO11 in total.

Geometry as XYZ:
```
55
C7H36NO11 ωB97M-V/def2-TZVPD
O -0.0584 2.5196 2.9671
O -3.4406 -1.3532 1.8128
O 1.1890 3.7121 1.0624
O -1.1701 0.5092 -3.4627
O 1.4204 1.2874 -3.7838
O 2.2972 -0.6035 2.9044
O 1.1537 3.2217 -1.3668
O 1.5251 -3.1213 -3.0249
O -1.5246 2.9912 -2.1882
O -2.7302 2.2610 0.4807
O 2.1910 1.5135 0.3524
N -0.0847 0.1045 1.3083
C 2.3630 -3.0827 1.2445
C -1.2226 -0.5131 0.5609
C 1.4860 -3.2413 0.2505
C 0.0954 -3.3172 0.4677
C -0.7656 -1.2544 -0.7401
C -0.7301 -2.7843 -0.6894
C -0.5067 -3.7088 1.6197
H 0.4871 0.7684 0.7513
H -1.6114 -3.6469 1.8166
H 2.7248 0.1454 3.2646
H 0.8000 2.6557 2.6951
H -1.7874 0.1617 -4.0065
H -0.3213 0.4735 2.1985
H 1.3789 2.2669 -3.7426
H -2.1415 3.5481 -2.4785
H -3.7167 -2.2611 1.4719
H 0.4926 1.0046 -3.8121
H -1.4578 -0.9448 -1.5956
H 1.8374 2.2419 -0.0896
H 0.6532 -0.6520 1.4053
H 1.8911 -3.3471 -0.8750
H -3.4158 -1.3216 2.7448
H 1.8588 -2.2884 -3.3014
H -0.3634 -3.3295 -1.6742
H -1.8885 2.7479 -1.3102
H -2.0945 2.1382 1.3422
H 1.0444 4.6708 1.1089
H 0.2325 -1.1057 -1.0696
H 0.9165 3.4382 0.1599
H -1.6242 -1.3475 1.2519
H -3.3513 3.1216 0.4509
H 2.2066 -3.0946 2.3385
H 0.2601 3.1466 -1.7850
H 2.9594 1.2727 -0.2209
H 2.3262 -1.1566 3.6908
H -2.0356 0.1925 0.3932
H 1.8257 3.7667 -1.8958
H -0.0880 -4.1974 2.4354
H -0.4951 3.2483 3.4032
H -1.8739 -3.0219 -0.5326
H 0.9552 -2.8993 -2.2948
H -1.4953 1.3417 -3.1216
H 3.4242 -2.8774 1.1074
```

Relative energy (zero: lowest compared OMol25 entry of this formula, charge and spin), kJ/mol: 539.8
HOMO energy, eV: -11.32
Total charge: +1
DFT total energy, Eh: -1170.33025

(4)
ORCA calculation (ωB97M-V/def2-TZVPD) on a structure of composition CH3IN2.

Geometry as XYZ:
```
7
CH3IN2 ωB97M-V/def2-TZVPD
I 0.1128 0.8976 -1.9154
N -0.2202 -1.0482 -1.4282
N -0.3376 1.0284 0.7918
C 0.2754 0.9261 1.7909
H 0.2889 1.2273 2.8267
H -0.6129 -0.9675 -0.0153
H 0.4936 -2.0637 -2.0507
```

Relative energy (zero: lowest compared OMol25 entry of this formula, charge and spin), kJ/mol: 451.6
HOMO energy (alpha / beta), eV: -7.96 / -7.96
DFT total energy, Eh: -446.87149